#one
Molecular formula: C4H6N2OS
Method: DFT, ωB97M-V/def2-TZVPD

Output
SMILES string: C=CC(=S)/C(N)=N/O
LUMO energy (eV): -1.20
HOMO (eV): -8.715

The geometry in XYZ format:
```
14
Properties=species:S:1:pos:R:3:mulliken_charge:R:1
C -2.427 1.507 0.064 -0.531
C -1.174 0.958 -0.173 0.044
C -0.842 -0.525 -0.014 0.128
S -1.753 -1.854 -0.028 -0.298
C 0.684 -0.590 0.000 0.414
N 1.337 -1.823 -0.127 -0.420
N 1.422 0.586 -0.025 -0.324
O 2.759 0.196 0.004 -0.441
H -3.306 0.847 0.807 0.184
H -2.525 2.572 -0.301 0.260
H -0.328 1.707 -0.826 0.206
H 0.686 -2.599 -0.146 0.173
H 2.267 -1.939 0.285 0.246
H 3.200 0.959 0.481 0.358
```


#two
Molecular formula: C4H6N2OS
Method: DFT, ωB97M-V/def2-TZVPD

Output
SMILES string: CO[C@@H](C#N)C(N)=S
LUMO energy (eV): -0.46
HOMO (eV): -8.791

The geometry in XYZ format:
```
14
Properties=species:S:1:pos:R:3:mulliken_charge:R:1
C 2.291 -0.628 0.319 -0.622
O 1.005 -1.325 0.580 -0.431
C -0.103 -0.550 0.722 0.601
C -0.051 0.241 1.877 0.164
N -0.704 1.143 2.566 -0.586
C -0.491 0.224 -0.599 -0.003
N -1.323 1.274 -0.303 -0.472
S -0.409 -0.183 -2.222 -0.258
H 2.401 -0.191 1.289 0.313
H 2.003 0.076 -0.552 0.252
H 3.067 -1.312 -0.100 0.237
H -0.942 -1.150 1.018 0.249
H -1.468 1.828 0.591 0.265
H -2.244 1.629 -1.083 0.291
```


#three
Molecular formula: C4H6N2OS
Method: DFT, ωB97M-V/def2-TZVPD

Output
SMILES string: O=C1CCSN=CN1
LUMO energy (eV): 0.66
HOMO (eV): -8.990

The geometry in XYZ format:
```
14
Properties=species:S:1:pos:R:3:mulliken_charge:R:1
O 2.491 -0.088 -0.054 -0.602
C 1.272 0.081 -0.098 0.445
C 0.517 -1.008 0.507 -0.750
C -0.646 -1.297 -0.397 -0.538
S -2.190 -0.291 -0.250 0.019
N -1.594 1.142 0.468 -0.364
C -0.605 1.714 0.073 -0.097
N 0.650 1.208 -0.607 -0.125
H -0.039 -0.466 1.383 0.338
H 0.968 -1.856 0.760 0.405
H -0.978 -2.358 0.071 0.274
H -0.151 -1.475 -1.321 0.411
H -0.781 2.743 0.441 0.354
H 1.086 1.952 -0.976 0.229
```


Stability ranking, top entry: #three; the second entry is 44.4 kcal/mol less favorable.


#one
Molecular formula: C19H20N2O3S
Method: DFT, ωB97M-V/def2-TZVPD

Output
SMILES string: Cc1cccc(OCCSc2nc3ccccc3n2CCC(=O)O)c1
LUMO energy (eV): 0.63
HOMO (eV): -7.941

The geometry in XYZ format:
```
45
Properties=species:S:1:pos:R:3:mulliken_charge:R:1
C 5.961 0.779 0.010 -1.485
C 4.561 0.406 -0.371 0.938
C 3.764 1.303 -1.078 -0.062
C 2.477 0.949 -1.439 -1.351
C 1.950 -0.290 -1.098 0.019
C 2.738 -1.194 -0.397 0.388
O 2.387 -2.466 -0.047 -0.453
C 1.041 -2.879 -0.040 -0.591
C 0.395 -2.683 1.328 -0.650
S 0.047 -0.940 1.726 -0.161
C -1.445 -0.760 0.849 0.242
N -1.900 -1.632 -0.005 -0.518
C -3.105 -1.123 -0.427 0.246
C -4.022 -1.634 -1.336 -0.732
C -5.166 -0.899 -1.567 -0.490
C -5.405 0.311 -0.916 -0.728
C -4.505 0.836 -0.008 -0.950
C -3.352 0.106 0.225 1.092
N -2.272 0.310 1.056 0.363
C -2.000 1.468 1.859 -1.177
C -1.556 2.660 0.993 -0.445
C -0.409 2.213 0.110 0.528
O -0.535 1.865 -1.032 -0.552
O 0.750 2.215 0.760 -0.521
C 4.039 -0.831 -0.042 -0.599
H 6.580 0.869 -0.882 0.323
H 6.401 0.029 0.661 0.353
H 5.974 1.741 0.521 0.348
H 4.159 2.270 -1.353 0.415
H 1.867 1.629 -2.017 0.470
H 0.938 -0.517 -1.394 0.192
H 0.437 -2.394 -0.810 0.351
H 1.067 -3.954 -0.249 0.320
H -0.557 -3.209 1.370 0.480
H 1.066 -3.029 2.114 0.459
H -3.835 -2.570 -1.836 0.463
H -5.900 -1.266 -2.270 0.376
H -6.316 0.852 -1.127 0.384
H -4.698 1.771 0.495 0.377
H -1.205 1.210 2.564 0.396
H -2.903 1.735 2.415 0.403
H -1.231 3.474 1.638 0.454
H -2.377 2.984 0.353 0.348
H 1.464 1.839 0.202 0.375
H 4.633 -1.554 0.496 0.361
```


#two
Molecular formula: C19H20N2O3S
Method: DFT, ωB97M-V/def2-TZVPD

Output
LUMO energy (eV): 0.03
HOMO (eV): -7.977

The geometry in XYZ format:
```
45
Properties=species:S:1:pos:R:3:mulliken_charge:R:1
C -5.150 -1.291 1.426 -1.432
C -4.127 -0.687 0.324 1.130
C -4.265 -0.917 -1.039 -0.571
C -3.554 -0.475 -2.004 -1.359
C -2.580 0.245 -1.750 -0.754
C -2.474 0.638 -0.200 0.394
C -3.377 0.100 0.888 1.063
C -3.202 0.698 2.022 -1.617
H -2.834 1.714 2.095 0.352
H -2.460 -0.014 2.688 0.187
H -4.210 0.864 2.650 0.370
N -1.454 1.684 -0.027 -0.229
C -0.366 1.152 0.889 0.336
O -0.343 0.478 1.798 -0.437
C 0.702 2.354 0.840 -1.004
H 0.274 3.355 0.982 0.425
H 1.403 2.119 1.881 0.310
S 1.684 1.960 -0.442 1.507
O 0.923 2.163 -1.713 -0.720
O 2.807 2.969 -0.412 -0.791
C 2.263 0.380 -0.333 0.069
C 3.336 0.197 0.609 -0.503
N 3.567 -1.122 0.688 0.255
C 2.422 -1.801 0.238 0.026
C 2.140 -3.026 -0.240 -0.268
C 1.047 -3.501 -0.643 -0.557
C 0.157 -2.731 -1.209 -0.933
C 0.520 -1.051 -1.191 -1.873
C 1.579 -0.889 -0.393 0.441
H -0.100 -0.499 -1.546 2.311
H -0.756 -2.735 -1.747 0.429
H 0.632 -4.585 -0.818 0.227
H 2.804 -3.917 0.457 0.101
C 4.621 -2.036 1.290 -1.131
H 5.100 -2.686 0.647 0.351
H 5.417 -0.974 1.684 0.156
H 4.289 -2.445 2.008 0.663
H 4.192 0.812 1.079 0.212
H -1.056 2.214 -0.681 0.437
H -2.068 0.997 -2.239 0.659
H -3.671 -0.761 -2.860 0.841
H -5.334 -1.633 -1.067 -0.115
H -5.972 -0.583 1.786 0.345
H -4.682 -1.867 2.188 0.340
H -5.909 -2.009 0.811 0.354
```


#three
Molecular formula: C19H20N2O3S
Method: DFT, ωB97M-V/def2-TZVPD

Output
LUMO energy (eV): -0.06
HOMO (eV): -7.788

The geometry in XYZ format:
```
45
Properties=species:S:1:pos:R:3:mulliken_charge:R:1
C -2.447 -0.800 -2.011 -1.416
C -3.575 -0.782 -1.200 -0.331
H -4.321 -0.021 -1.665 0.306
H -4.097 -1.806 -1.156 0.241
C -3.425 -0.466 0.081 -0.379
N -2.786 0.890 0.292 0.309
C -3.484 2.026 0.344 -0.091
N -2.866 3.335 0.030 -0.696
C -1.550 3.352 0.088 -0.262
C -0.653 2.145 0.217 -0.045
C 0.642 2.713 0.280 -0.301
C 0.784 3.959 0.154 0.446
S -0.551 4.600 0.080 -0.597
H 1.847 4.470 0.304 0.287
C 1.791 1.532 0.165 0.919
C 2.777 1.676 1.319 -0.828
C 3.922 0.635 1.265 -0.849
C 3.876 -0.338 0.424 0.895
C 2.972 -0.338 -0.636 0.867
C 1.801 0.521 -0.472 0.339
H 0.985 0.349 -1.396 -0.323
C 2.746 -1.502 -1.375 -1.714
H 2.882 -2.428 -0.934 0.466
H 3.677 -1.512 -2.004 0.451
H 1.969 -1.406 -2.392 0.224
C 5.131 -1.239 0.377 -1.808
H 5.563 -1.492 -0.580 0.380
H 4.719 -2.101 0.583 0.561
H 5.693 -1.013 1.256 0.342
H 4.725 0.886 1.994 0.230
H 2.847 2.645 1.839 0.355
C -1.361 0.877 0.171 0.711
O -0.764 -0.147 0.422 -0.544
H -4.497 1.978 0.130 0.431
C -2.710 -1.343 1.134 0.554
O -2.488 -0.869 2.344 -0.653
O -2.366 -2.415 0.343 -0.315
C -1.635 -3.330 1.543 -0.805
H -0.655 -2.896 1.472 0.309
H -1.692 -4.129 0.776 0.294
H -2.038 -3.620 2.395 0.381
H -4.546 -0.051 0.985 0.507
H -2.213 0.163 -2.235 0.488
H -1.762 -1.542 -1.620 0.375
H -2.865 -1.166 -3.133 0.288
```


Stability ranking, top entry: #one; the second entry is 369.3 kcal/mol less favorable.


#one
Molecular formula: C3H12N2O2
Method: DFT, ωB97M-V/def2-TZVPD

Output
Multiplicity: 2
<S²>: 0.755
Total charge: +1
LUMO energy (spin up / spin down) (eV): -3.38 / -6.59
HOMO (spin up / spin down) (eV): -13.796 / -15.200

The geometry in XYZ format:
```
19
Properties=species:S:1:pos:R:3:lowdin_spin:R:1
C -0.651 0.272 2.481 0.025
C 0.133 0.383 1.228 0.204
C -0.043 1.415 0.308 0.322
N 0.440 1.324 -0.976 0.211
N 0.985 -0.600 0.955 0.182
H -0.024 0.115 3.364 0.008
H -1.318 -0.588 2.439 0.006
H -1.169 1.198 2.725 0.000
H -0.525 2.338 0.602 0.011
H 0.145 0.455 -1.404 0.013
H -0.089 2.003 -1.531 0.004
H 1.758 -0.343 0.355 0.006
H 1.216 -1.225 1.691 0.006
H 1.133 0.571 -3.653 0.000
H 1.747 -0.426 -2.676 0.000
O 1.192 -0.369 -3.450 0.001
H -1.135 -1.746 -0.090 0.000
H -2.070 -2.534 0.868 0.000
O -2.035 -1.819 0.228 0.002
```


#two
Molecular formula: C3H12N2O2
Method: DFT, ωB97M-V/def2-TZVPD

Output
Multiplicity: 2
<S²>: 0.760
Total charge: +1
LUMO energy (spin up / spin down) (eV): -4.47 / -8.23
HOMO (spin up / spin down) (eV): -14.811 / -14.807

The geometry in XYZ format:
```
19
Properties=species:S:1:pos:R:3:lowdin_spin:R:1
C -1.067 1.233 2.345 0.010
C -0.557 0.186 1.349 0.096
N -1.408 0.239 -1.547 0.160
C -0.098 0.572 -1.007 0.029
N 0.156 0.688 0.231 0.597
H -0.897 2.282 2.007 0.000
H -0.621 1.177 3.323 0.000
H -2.155 1.304 2.474 0.005
H -1.306 -0.549 1.035 0.030
H 0.092 -0.502 1.957 0.034
H -1.622 -0.634 -1.084 0.008
H -2.033 1.031 -1.561 0.003
H 0.635 0.759 -1.788 0.008
H 2.689 0.555 -0.323 0.003
H 3.206 -0.276 -1.479 0.001
O 2.387 -0.028 -1.031 0.016
H 0.774 -2.218 -0.991 0.000
H 1.275 -2.926 -2.268 0.000
O 0.549 -2.895 -1.641 0.000
```


Stability ranking, top entry: #one; the second entry is 60.9 kcal/mol less favorable.


#one
Molecular formula: C6H9NO2
Method: DFT, ωB97M-V/def2-TZVPD

Output
SMILES string: N[C@@H]1CC=C(C(=O)O)C1
LUMO energy (eV): 0.36
HOMO (eV): -9.785

The geometry in XYZ format:
```
18
Properties=species:S:1:pos:R:3:mulliken_charge:R:1
N 2.223 -0.884 0.771 -0.817
C 1.268 -0.358 -0.257 0.296
C 0.944 1.188 -0.060 -0.700
C -0.571 1.261 -0.273 -0.894
C -1.017 -0.005 -0.260 0.752
C -2.397 -0.373 0.045 0.400
O -2.924 -1.486 -0.033 -0.601
O -3.179 0.587 0.538 -0.486
C -0.054 -1.087 -0.319 -0.714
H 2.960 -0.145 0.811 0.258
H 2.681 -1.737 0.391 0.281
H 1.686 -0.476 -1.229 0.271
H 1.587 1.773 -0.760 0.335
H 1.264 1.579 0.951 0.345
H -1.177 2.179 -0.251 0.370
H -2.747 1.472 0.682 0.312
H -0.159 -1.621 -1.228 0.270
H -0.389 -1.867 0.482 0.323
```


#two
Molecular formula: C6H9NO2
Method: DFT, ωB97M-V/def2-TZVPD

Output
SMILES string: [H]/N=C/[C@H](O)O[C@@H]1C=CC1
LUMO energy (eV): 0.95
HOMO (eV): -9.485

The geometry in XYZ format:
```
18
Properties=species:S:1:pos:R:3:mulliken_charge:R:1
H 0.764 -3.215 0.078 0.248
N 0.568 -2.343 0.581 -0.602
C 1.328 -1.383 0.426 -0.021
C 1.114 -0.165 1.270 -0.035
O 0.167 -0.337 2.173 -0.509
O 1.063 1.057 0.533 -0.416
C -0.105 1.397 -0.127 0.165
C -1.580 0.823 0.029 -0.654
C -1.774 0.477 -1.229 -0.265
C -0.329 0.922 -1.636 -0.751
H 2.050 -1.252 -0.406 0.410
H 2.102 -0.164 1.801 0.307
H -0.512 -0.935 1.861 0.337
H -0.170 2.543 -0.016 0.434
H -2.331 0.642 0.897 0.334
H -2.561 0.056 -1.818 0.424
H 0.260 0.116 -2.103 0.271
H -0.054 1.760 -2.314 0.322
```


Stability ranking, top entry: #one; the second entry is 60.6 kcal/mol less favorable.